This record from OMol25 describes a 2-piece molecular cluster, C7H17P overall. The level of theory is ωB97M-V/def2-TZVPD.

The geometry in XYZ format:
```
25
Properties=species:S:1:pos:R:3:lowdin_charge:R:1
C -2.2183 -1.4108 0.8913 -0.20
C 1.3242 2.2030 0.1780 -0.07
C -0.7464 1.4043 -0.9327 -0.06
C 1.4446 0.2695 -1.3908 -0.06
C 0.3664 0.0195 0.8494 -0.02
C -0.9022 -1.5881 0.1876 -0.55
C 0.5848 0.9484 -0.3198 -0.67
P -0.0181 -3.1244 0.6179 0.78
H -2.9096 -2.2028 0.5956 0.07
H -2.0906 -1.4680 1.9716 0.07
H -2.6700 -0.4542 0.6393 0.06
H 0.6929 2.7837 0.8445 0.08
H 2.2391 1.9381 0.7053 0.08
H 1.5910 2.8293 -0.6715 0.08
H -1.4094 1.7929 -0.1624 0.08
H -0.5718 2.1931 -1.6619 0.08
H -1.2495 0.5869 -1.4393 0.07
H 1.4624 0.8719 -2.2985 0.08
H 1.0511 -0.7137 -1.6385 0.07
H 2.4680 0.1488 -1.0385 0.08
H -0.2322 0.4307 1.6494 0.08
H 1.2495 -0.4984 1.1930 0.06
H -0.9541 -1.4512 -0.8854 0.04
H 0.2610 -2.7844 1.9415 -0.11
H 1.2373 -2.7241 0.1750 -0.13
```

highest occupied orbital energy	-8.15	eV
orbital gap	9.02	eV
LUMO level	0.87	eV
relative energy (zero: lowest compared OMol25 entry of this formula, charge and spin)	1.884	eV


This record from OMol25 describes a 5-piece molecular cluster, C5H21N2O5 overall. The level of theory is ωB97M-V/def2-TZVPD.

The geometry in XYZ format:
```
33
Properties=species:S:1:pos:R:3:lowdin_charge:R:1
O -1.5814 -2.1130 -0.0292 0.05
C -0.3620 -1.9734 0.0661 -0.49
N 0.3604 -3.1092 -0.2278 0.06
C 1.7463 -3.3900 0.3334 -0.04
C 0.1595 -0.5976 0.1507 -0.05
N -0.8477 0.2635 0.9423 0.09
C -1.8043 1.1734 0.0969 -0.13
C -1.0207 2.1811 -0.6684 -0.13
H -0.2213 -3.8647 -0.5025 0.13
H 2.5374 -3.6570 -0.3832 0.08
H 2.2711 -2.5873 0.8153 0.06
H 1.7111 -4.2640 1.0426 0.10
H 1.1423 -0.5596 0.6745 0.12
H 0.4509 -0.3543 -0.9548 0.18
H -0.2194 0.9313 1.3059 0.12
H -1.3944 -0.3634 1.4991 0.08
H -2.3528 0.3412 -0.4819 0.14
H -2.5168 1.7572 0.7324 0.14
H -0.1856 1.7343 -1.2433 0.06
H -0.6451 3.0725 -0.2151 0.08
H -1.5931 2.4896 -1.5352 0.08
H 3.3137 2.3143 -2.2585 0.10
H 2.2503 3.3495 -1.6620 0.09
O 3.0063 2.7473 -1.4121 -0.09
H -1.9098 -1.3185 3.5425 0.03
H -2.9879 -0.2053 3.4450 0.09
O -2.1387 -0.5357 3.1230 0.00
H 2.7586 2.2991 0.1579 0.10
H 2.0913 2.2791 1.4644 0.07
O 1.8805 1.8097 0.6057 -0.18
H -0.8204 0.2597 -3.4518 0.11
H -1.6878 -0.5048 -2.3508 0.06
O -1.3906 0.3948 -2.6211 -0.10
```

highest occupied orbital energy	-13.03	eV
total charge	+1
orbital gap	10.46	eV
LUMO level	-2.56	eV
relative energy (zero: lowest compared OMol25 entry of this formula, charge and spin)	3.642	eV


This record from OMol25 describes C13H19NTm as an isolated structure. The level of theory is ωB97M-V/def2-TZVPD.

The geometry in XYZ format:
```
34
Properties=species:S:1:pos:R:3:lowdin_spin:R:1
C 3.6617 -0.6446 -1.3878 0.00
C 3.1390 -0.2269 -2.6435 0.00
C 1.9989 -1.0273 -2.9421 0.00
C 1.8142 -1.9391 -1.8657 0.00
C 2.8376 -1.7009 -0.9016 0.00
Tm 1.4946 0.2304 -0.8982 2.00
N 1.6485 0.6164 0.7733 -0.01
C 1.5053 2.6938 -0.4962 0.00
C 1.6764 2.4196 -1.8329 0.00
H 1.3719 -0.9441 -3.8320 0.00
H 3.5526 0.5552 -3.2826 0.00
H 1.0126 -2.6734 -1.7759 0.00
H 2.9616 -2.2268 0.0457 0.00
H 4.5231 -0.2173 -0.8717 0.00
H 2.6610 2.5135 -2.3002 0.00
H 2.3430 3.0136 0.1298 0.00
H 1.9251 0.8637 1.7311 0.00
H 0.8098 2.2911 -2.4907 0.00
H 0.5065 2.7911 -0.0632 0.00
C -3.2948 -1.6809 1.0677 0.00
C -2.6045 -0.4015 1.5650 0.00
C -3.5190 0.8114 1.3336 0.00
C -2.2744 -0.5312 3.0599 0.00
C -1.3128 -0.2024 0.7888 0.01
C -0.2049 -0.0316 0.1231 0.00
H -4.2445 -1.8521 1.6193 0.00
H -2.6371 -2.5642 1.2199 0.00
H -3.5284 -1.6028 -0.0164 0.00
H -4.4734 0.6930 1.8908 0.00
H -3.0246 1.7451 1.6795 0.00
H -3.7554 0.9220 0.2529 0.00
H -1.6034 -1.3995 3.2380 0.00
H -1.7638 0.3851 3.4283 0.00
H -3.2025 -0.6779 3.6538 0.00
```

highest occupied orbital energy (alpha / beta)	-2.09 / -2.16	eV
total charge	-1
<S²>	2.01
orbital gap (alpha / beta)	5.16 / 5.22	eV
multiplicity	3
LUMO level (alpha / beta)	3.07 / 3.07	eV


This record from OMol25 describes C9H15F7N3O7RhS2 as an isolated structure. The level of theory is ωB97M-V/def2-TZVPD.

The geometry in XYZ format:
```
44
Properties=species:S:1:pos:R:3:lowdin_charge:R:1
Rh 0.4740 -0.4009 0.3057 1.26
N 2.2290 0.3831 0.4477 -0.07
C 2.6316 1.3046 -0.6372 -0.17
C 1.6334 2.4327 -0.8273 -0.09
C 0.4204 1.9454 -1.6074 -0.62
O -0.0201 2.5485 -2.5620 0.07
O -0.1477 0.8582 -1.1420 -0.19
H 2.2493 0.8077 1.3746 0.12
H 2.8193 -0.4476 0.4374 0.11
H 2.7009 0.7013 -1.5428 0.13
H 3.6288 1.6872 -0.4142 0.13
H 2.0879 3.2701 -1.3508 0.12
H 1.2822 2.7757 0.1468 0.10
F 2.1980 -5.0975 -2.3514 0.17
C 2.4619 -3.8739 -1.9286 -0.69
F 3.7135 -3.8147 -1.4812 0.15
F 2.3177 -3.0148 -2.9323 0.15
S 1.3310 -3.4421 -0.5481 0.67
O 1.6009 -1.9819 -0.4083 -0.42
O 1.7141 -4.2581 0.5476 -0.22
N -0.0658 -3.7943 -1.1536 -0.27
S -1.2374 -2.7545 -1.3016 0.65
O -1.1700 -1.7775 -0.2175 -0.38
O -2.4909 -3.3907 -1.5038 -0.23
C -0.9160 -1.9222 -2.9218 -0.69
F -0.7214 -2.8739 -3.8326 0.15
F -1.9801 -1.2071 -3.2462 0.17
F 0.1602 -1.1532 -2.8844 0.14
C -3.2605 2.4706 2.2566 -0.03
N -2.2121 1.5357 1.8433 -0.10
C -2.6595 0.3257 1.1616 -0.01
C -0.9272 1.7979 2.0254 -0.42
C -0.5185 2.8744 2.9885 0.04
O 0.0392 1.2112 1.4688 -0.11
H -4.1459 2.2509 1.6673 0.09
H -2.9775 3.4992 2.0505 0.09
H -3.5088 2.3638 3.3135 0.10
H -3.6634 0.0949 1.5108 0.10
H -2.0279 -0.5013 1.4482 0.07
H -2.6559 0.4433 0.0786 0.10
H -1.3293 3.5005 3.3410 0.07
H 0.2518 3.4905 2.5283 0.09
H -0.0696 2.3686 3.8450 0.11
F 0.7607 -1.2355 2.0079 -0.48
```

highest occupied orbital energy	-9.39	eV
orbital gap	8.97	eV
LUMO level	-0.42	eV
relative energy (zero: lowest compared OMol25 entry of this formula, charge and spin)	1.472	eV


This record from OMol25 describes a 3-piece molecular cluster, C44H65BrN2O8 overall. The level of theory is ωB97M-V/def2-TZVPD.

The geometry in XYZ format:
```
120
Properties=species:S:1:pos:R:3:lowdin_spin:R:1
C 1.3221 4.4848 -4.0001 0.00
C 1.2088 3.1549 -4.1672 0.00
C 0.3651 2.3162 -3.2408 0.00
C 1.1831 1.2183 -2.6125 0.00
C 1.3741 -0.0001 -3.2697 0.00
C 0.7942 -0.3062 -4.6401 0.00
O -0.0097 -1.4726 -4.5968 0.00
C -1.3035 -1.2166 -4.1294 0.00
O -1.3487 -1.2003 -2.7225 0.00
C -1.9291 -2.3421 -2.1418 0.00
C -3.4837 -2.2856 -2.1349 0.00
O -3.9853 -1.0436 -2.5940 0.00
C 2.0898 -1.0306 -2.6760 0.00
C 2.6293 -0.8766 -1.4187 0.00
C 2.4757 0.3422 -0.7439 0.00
C 1.7679 1.3684 -1.3462 0.00
Br 1.5283 3.0093 -0.4160 0.00
C 3.0731 0.4029 0.6332 0.00
O 3.6662 1.3531 1.0820 0.00
C 2.8821 -0.8676 1.3997 0.00
C 2.5332 -0.8343 2.7350 0.00
C 2.2916 -2.0296 3.4127 0.00
C 1.8173 -1.9560 4.8399 0.00
C 0.4329 -1.2610 4.8760 0.00
C -0.5392 -1.8011 3.8060 0.00
C -0.6941 -0.8931 2.5756 0.00
O -2.0560 -0.6389 2.2969 0.00
C -2.1752 0.2585 1.2202 0.00
C 2.4596 -3.2313 2.7326 0.00
C 2.8258 -3.2760 1.3941 0.00
C 3.0239 -2.0801 0.7245 0.00
C 3.3474 -1.9933 -0.7277 0.00
O 4.1202 -2.7344 -1.2900 0.00
H 2.2823 4.9679 -4.1368 0.00
H 0.4492 5.0510 -3.6935 0.00
H 1.7047 2.6885 -5.0149 0.00
H -0.1145 2.9341 -2.4886 0.00
H -0.4598 1.8463 -3.7893 0.00
H 0.2468 0.5399 -5.0555 0.00
H 1.6391 -0.5121 -5.3002 0.00
H -1.9283 -2.0351 -4.4973 0.00
H -1.7316 -0.2968 -4.5364 0.00
H -1.5844 -3.2622 -2.6239 0.00
H -1.5860 -2.3895 -1.1072 0.00
H -3.8444 -2.4587 -1.1171 0.00
H -3.9076 -3.0421 -2.7921 0.00
H -3.6376 -0.3414 -2.0365 0.00
H 2.1990 -1.9760 -3.1916 0.00
H 2.4317 0.1208 3.2347 0.00
H 1.7538 -2.9325 5.3164 0.00
H 2.5136 -1.3149 5.3828 0.00
H 0.5919 -0.1887 4.7564 0.00
H -0.0375 -1.4123 5.8473 0.00
H -0.2158 -2.7778 3.4463 0.00
H -1.5352 -1.9080 4.2360 0.00
H -0.1394 0.0411 2.7290 0.00
H -0.2404 -1.3650 1.6908 0.00
H -3.2094 0.5855 1.1341 0.00
H -1.5531 1.1501 1.3666 0.00
H -1.8536 -0.1985 0.2738 0.00
H 2.2601 -4.1556 3.2622 0.00
H 2.9217 -4.2165 0.8689 0.00
C -0.8478 -0.3141 11.6515 0.00
C 0.3422 -0.4339 10.6758 0.03
C 1.5408 0.3180 11.2515 0.01
C 1.3558 1.8350 11.2155 0.00
C 1.0152 2.3182 9.8054 0.01
C -0.1488 1.5661 9.1546 0.03
N 0.0079 0.0852 9.3105 0.36
O 0.8776 -0.3437 8.4557 0.54
C -1.4909 2.0308 9.7460 0.00
C -0.2168 1.9252 7.6731 0.00
C 0.6212 -1.9301 10.5820 0.00
H -0.7409 -1.0531 12.4449 0.00
H -0.9147 0.6515 12.1467 0.00
H -1.7948 -0.5093 11.1471 0.00
H 2.4435 0.0548 10.6913 0.00
H 1.7069 -0.0097 12.2803 0.00
H 0.5769 2.1482 11.9154 0.00
H 2.2737 2.3204 11.5518 0.00
H 0.7797 3.3844 9.8244 0.00
H 1.9055 2.2099 9.1781 0.00
H -2.3110 1.4317 9.3478 0.00
H -1.6734 3.0696 9.4714 0.00
H -1.5336 1.9871 10.8305 0.00
H 0.7313 1.7582 7.1659 0.00
H -0.4648 2.9817 7.5711 0.00
H -0.9850 1.3421 7.1627 0.00
H -0.2652 -2.4629 10.2332 0.00
H 0.8807 -2.3143 11.5686 0.00
H 1.4460 -2.1639 9.9127 0.00
C -1.9687 1.3952 -10.9863 0.00
C -1.6127 1.6042 -9.4991 0.03
C -0.1422 2.0042 -9.3864 0.02
C 0.8085 0.8471 -9.6982 0.00
C 0.4933 -0.3770 -8.8369 0.02
C -0.9791 -0.7950 -8.8688 0.03
N -1.8824 0.3820 -8.6765 0.37
O -1.9112 0.6993 -7.4221 0.54
C -1.3031 -1.5149 -10.1896 0.00
C -1.2375 -1.8215 -7.7752 0.00
C -2.5300 2.7295 -9.0325 0.00
H -2.1768 2.3602 -11.4473 0.00
H -1.1686 0.9484 -11.5715 0.00
H -2.8619 0.7795 -11.0969 0.00
H 0.0623 2.3725 -8.3757 0.00
H 0.0541 2.8369 -10.0657 0.00
H 0.7614 0.5802 -10.7569 0.00
H 1.8371 1.1631 -9.5144 0.00
H 1.1078 -1.2231 -9.1511 0.00
H 0.7789 -0.1555 -7.8031 0.00
H -2.3701 -1.7324 -10.2531 0.00
H -0.7666 -2.4626 -10.2317 0.00
H -1.0162 -0.9589 -11.0778 0.00
H -0.9255 -1.4707 -6.7975 0.00
H -0.6812 -2.7373 -7.9770 0.00
H -2.2966 -2.0813 -7.7186 0.00
H -3.5760 2.4560 -9.1809 0.00
H -2.3287 3.6280 -9.6158 0.00
H -2.3884 2.9817 -7.9841 0.00
```

highest occupied orbital energy (alpha / beta)	-8.61 / -8.90	eV
<S²>	2.01
orbital gap (alpha / beta)	8.24 / 8.53	eV
multiplicity	3
LUMO level (alpha / beta)	-0.37 / -0.37	eV